No. 1
Density functional theory data (the ωB97M-V functional and the def2-TZVPD basis) for C4H7NO2 in the gas phase in a non-equilibrium geometry.

Properties
- Structure (SMILES): O/C=N\[C@H]1C[C@@H]1O
- LUMO: 0.73 eV
- HOMO energy: -9.32 eV
- Frontier orbital gap: 10.046 eV
- ΔE to the lowest compared entry with this formula, charge and spin: 155.06 kcal per mole

Geometry as XYZ:
```
14
Properties=species:S:1:pos:R:3:forces:R:3:lowdin_charge:R:1
O -2.2099 -0.7967 1.4348 1.8 -1.0 -3.5 -0.110
C -2.1719 -1.1577 -0.1394 5.8 4.5 4.0 -0.075
N -1.1545 -0.8189 -0.8418 -0.3 -0.1 2.5 0.067
C 0.1702 -0.0801 -0.5757 2.3 0.5 -1.1 -0.169
C 1.1591 0.9911 0.3859 -2.0 -4.5 0.1 0.009
C 1.5523 -0.5404 0.1984 -4.8 -0.3 1.1 -0.284
O 2.8200 -1.1767 -0.1375 -2.2 1.6 0.9 -0.031
H -2.9998 -0.6206 1.9449 -0.9 -0.3 -0.8 0.038
H -3.0433 -1.4116 -0.5497 -3.4 -1.6 -1.3 0.059
H 0.3748 0.4076 -1.5404 -0.3 -0.7 0.2 0.085
H 0.7750 1.3742 1.4021 1.1 -0.3 -2.0 0.113
H 1.5359 1.4810 -0.5029 0.2 1.3 0.9 0.070
H 0.8233 -1.1778 0.8927 2.8 0.9 -0.3 0.158
H 2.8367 -1.3858 -1.0636 -0.1 -0.1 -0.8 0.070
```
Forces are in eV/Å.



No. 2
Density functional theory data (the ωB97M-V functional and the def2-TZVPD basis) for C4H7NO2 in the gas phase in a non-equilibrium geometry.

Properties
- Structure (SMILES): C=CC(=O)NOC
- LUMO: 0.72 eV
- HOMO energy: -9.83 eV
- Frontier orbital gap: 10.544 eV
- ΔE to the lowest compared entry with this formula, charge and spin: 91.60 kcal per mole

Geometry as XYZ:
```
14
Properties=species:S:1:pos:R:3:forces:R:3:lowdin_charge:R:1
C 1.7272 0.1746 -0.4529 2.3 1.4 -0.9 0.052
C 0.8887 0.4868 -1.3904 -1.0 1.1 -2.6 -0.085
C -0.5574 0.1473 -1.4246 0.8 -0.4 0.6 -0.418
O -1.1164 0.3746 -2.4736 -1.1 -0.5 0.8 0.075
N -1.2003 -0.5512 -0.3105 1.5 2.9 -0.3 0.068
O -0.4137 -0.9732 0.7874 -0.6 -0.4 0.5 -0.217
C -0.6805 -0.1077 1.9321 -0.4 0.8 -1.8 -0.055
H 2.7796 0.4057 -0.5688 0.0 -0.1 0.1 0.078
H 1.3460 -0.0866 0.4514 -0.3 -1.2 2.3 0.011
H 1.1473 0.9827 -2.3871 -0.1 -0.9 1.6 0.138
H -1.6549 -1.3113 -0.6929 -1.4 -2.1 -0.6 0.106
H -1.7389 -0.0157 2.1342 -0.3 -0.3 0.0 0.080
H -0.3607 0.8639 1.5586 0.1 0.4 0.7 0.081
H -0.1661 -0.3903 2.8370 0.5 -0.5 -0.2 0.087
```
Forces are in eV/Å.



No. 3
Density functional theory data (the ωB97M-V functional and the def2-TZVPD basis) for C4H7NO2 in the gas phase.

Properties
- LUMO: 0.03 eV
- HOMO energy: -8.86 eV
- Frontier orbital gap: 8.885 eV
- ΔE to the lowest compared entry with this formula, charge and spin: 108.98 kcal per mole

Geometry as XYZ:
```
14
Properties=species:S:1:pos:R:3:forces:R:3:lowdin_charge:R:1
C -1.0179 1.3162 -0.2616 0.0 -0.1 -0.1 -0.216
C 0.8607 -0.6747 -0.6151 0.0 0.0 -0.1 -0.228
C 0.0139 0.4482 0.4375 -0.1 0.0 0.3 -0.392
C -0.1997 -1.2431 0.0954 0.2 0.1 0.1 0.003
O 2.1139 -1.0376 -0.3171 -0.1 -0.1 0.1 0.025
O -1.4227 0.8343 -1.5274 0.1 0.0 0.2 -0.079
N 0.5967 0.8718 1.4873 -0.1 -0.2 -0.4 0.160
H 2.1491 -1.8480 0.2263 -0.1 0.1 -0.1 0.110
H -0.6124 0.6068 -2.0087 0.0 0.0 0.1 0.078
H 1.2661 0.2097 1.8748 0.0 0.0 -0.1 0.061
H -1.9138 1.3659 0.3607 0.0 0.0 0.0 0.130
H -0.5905 2.3231 -0.3181 0.0 -0.1 0.0 0.126
H -1.1893 -1.2112 -0.3458 0.0 0.1 0.0 0.109
H -0.0540 -1.9614 0.9117 0.0 0.1 0.0 0.113
```
Forces are in eV/Å.



No. 4
Density functional theory data (the ωB97M-V functional and the def2-TZVPD basis) for a molecular structure, C4H7NO2.

Properties
- LUMO: 0.49 eV
- HOMO energy: -9.14 eV
- Frontier orbital gap: 9.629 eV
- ΔE to the lowest compared entry with this formula, charge and spin: 90.21 kcal per mole

Geometry as XYZ:
```
14
Properties=species:S:1:pos:R:3:forces:R:3:lowdin_charge:R:1
C -1.1518 -0.9356 0.8695 -0.1 0.0 0.1 -0.055
C -0.3116 -0.3052 -0.2347 0.0 0.0 0.0 -0.281
C -0.6853 1.1181 -0.5472 -0.1 -0.4 0.2 -0.129
O -1.8358 1.5427 -0.1193 0.3 0.0 -0.1 0.011
C 1.1971 -0.4580 0.0114 0.1 -0.1 0.1 -0.521
O 1.6375 -1.3098 0.7596 -0.2 0.3 -0.3 0.061
N 1.9819 0.3836 -0.7163 0.0 0.0 0.1 0.158
H -0.9673 -0.4393 1.8268 0.0 -0.1 -0.1 0.093
H -2.2168 -0.8488 0.6391 0.2 0.0 0.0 0.079
H -0.8865 -1.9886 0.9811 0.0 0.2 0.0 0.086
H -0.4948 -0.8267 -1.1911 0.0 0.1 0.1 0.166
H -1.1539 2.2581 -0.7530 -0.1 0.2 0.0 0.144
H 1.5714 1.2041 -1.1380 0.1 -0.1 0.0 0.075
H 2.9728 0.3694 -0.5275 -0.1 0.0 0.0 0.112
```
Forces are in eV/Å.



No. 5
Density functional theory data (the ωB97M-V functional and the def2-TZVPD basis) for C4H7NO2 in the gas phase.

Properties
- Structure (SMILES): C/C(CC=O)=N\O
- LUMO: 0.84 eV
- HOMO energy: -9.61 eV
- Frontier orbital gap: 10.442 eV
- ΔE to the lowest compared entry with this formula, charge and spin: 61.40 kcal per mole

Geometry as XYZ:
```
14
Properties=species:S:1:pos:R:3:forces:R:3:lowdin_charge:R:1
C -0.2784 1.4045 -0.3721 0.0 0.0 0.0 -0.022
C 0.1515 0.1920 0.4061 0.3 0.0 0.1 -0.361
C -0.7865 -0.9697 0.6564 0.0 0.0 0.0 -0.107
C -0.8391 -1.5769 -0.7273 -0.3 0.1 -0.3 -0.268
O -1.6931 -1.2932 -1.5322 0.3 -0.3 0.3 0.054
N 1.3550 -0.0488 0.7623 -0.5 0.0 0.0 0.026
O 2.2223 0.9605 0.3832 0.3 0.2 0.1 -0.055
H -0.0435 2.3070 0.2002 -0.1 -0.1 -0.1 0.087
H 0.2750 1.4807 -1.3161 0.0 -0.1 0.2 0.094
H -1.3457 1.3760 -0.6023 0.2 0.0 0.1 0.083
H -1.7991 -0.6981 0.9678 0.2 0.2 -0.1 0.124
H -0.3209 -1.6230 1.4009 -0.1 0.0 -0.3 0.116
H 0.0498 -2.1798 -1.0075 -0.2 -0.1 0.0 0.132
H 3.0526 0.6688 0.7807 -0.1 0.1 -0.1 0.097
```
Forces are in eV/Å.



No. 6
Density functional theory data (the ωB97M-V functional and the def2-TZVPD basis) for C4H7NO2 in the gas phase.

Properties
- Structure (SMILES): CCC(=O)C(N)=O
- LUMO: 0.54 eV
- HOMO energy: -9.60 eV
- Frontier orbital gap: 10.148 eV
- ΔE to the lowest compared entry with this formula, charge and spin: 6.31 kcal per mole

Geometry as XYZ:
```
14
Properties=species:S:1:pos:R:3:forces:R:3:lowdin_charge:R:1
C -0.1581 2.1491 0.7728 0.0 0.0 0.1 -0.095
C 0.0672 1.0360 -0.2394 0.0 0.0 0.0 -0.177
C 0.0131 -0.3491 0.3456 0.1 0.1 0.3 -0.319
O 0.1225 -0.6148 1.5229 0.0 0.1 -0.5 0.110
C -0.1796 -1.4791 -0.6821 -0.1 -0.1 -0.3 -0.476
N 0.5673 -2.5762 -0.4218 -0.1 -0.1 0.0 0.180
O -0.9263 -1.3442 -1.6354 0.3 0.0 0.3 0.069
H -1.1441 2.0571 1.2380 0.1 0.0 -0.1 0.082
H 0.5909 2.1191 1.5692 -0.1 0.0 -0.1 0.077
H -0.1009 3.1229 0.2768 0.0 -0.1 0.1 0.074
H -0.6319 1.0734 -1.0807 0.0 0.0 0.1 0.118
H 1.0688 1.1201 -0.6894 -0.1 0.0 0.0 0.135
H 1.0170 -2.6696 0.4757 -0.1 0.0 -0.1 0.106
H 0.4361 -3.3949 -0.9958 0.0 0.1 0.1 0.117
```
Forces are in eV/Å.



No. 7
Density functional theory data (the ωB97M-V functional and the def2-TZVPD basis) for a molecular structure, C4H7NO2 in a non-equilibrium geometry.

Properties
- LUMO: -0.43 eV
- HOMO energy: -8.58 eV
- Frontier orbital gap: 8.148 eV
- ΔE to the lowest compared entry with this formula, charge and spin: 138.88 kcal per mole

Geometry as XYZ:
```
14
Properties=species:S:1:pos:R:3:forces:R:3:lowdin_charge:R:1
C 0.3734 -1.0148 -0.8332 0.1 -0.1 -1.4 -0.194
C 0.6071 0.1015 0.1713 6.0 -4.9 1.5 -0.417
C 1.8239 -0.0611 0.9407 -3.4 -1.5 -2.3 0.027
C -1.7355 0.8341 0.2289 0.7 0.5 -2.0 -0.089
H -1.4083 0.0144 -1.3469 2.5 -2.6 -2.9 -0.099
H 0.0011 -2.1343 -0.1104 1.0 3.3 -2.6 0.194
H 1.5879 -1.0574 -1.2199 -3.9 -0.9 0.4 0.156
H 2.3770 -1.1051 0.7874 -1.0 2.9 0.2 0.103
H 1.9235 0.4674 1.8729 0.3 0.2 0.1 0.024
H 0.0740 1.7869 0.9882 -1.7 -1.1 -0.6 0.190
H -2.3901 1.5489 0.7059 0.3 0.2 0.9 0.141
N -0.3382 0.9902 0.4267 -3.5 2.9 1.4 0.092
O -0.5966 -0.5106 -1.9314 3.8 -1.5 2.3 -0.215
O -2.2990 0.1399 -0.6800 -1.3 2.6 5.0 0.088
```
Forces are in eV/Å.



No. 8
Density functional theory data (the ωB97M-V functional and the def2-TZVPD basis) for C4H7NO2 in the gas phase.

Properties
- Structure (SMILES): O=CN1CC(O)C1
- LUMO: 0.62 eV
- HOMO energy: -9.54 eV
- Frontier orbital gap: 10.162 eV
- ΔE to the lowest compared entry with this formula, charge and spin: 38.39 kcal per mole

Geometry as XYZ:
```
14
Properties=species:S:1:pos:R:3:forces:R:3:lowdin_charge:R:1
O -1.6486 -1.5533 -1.9893 0.0 0.3 0.3 0.024
C -1.7539 -0.8196 -1.0261 0.1 -0.1 0.0 -0.333
N -0.7268 -0.4811 -0.2097 -0.2 -0.1 -0.2 -0.086
C -0.5754 0.6467 0.7110 -0.1 0.2 0.2 -0.077
C 0.9294 0.3240 0.7507 -0.2 -0.2 0.1 -0.341
O 1.7374 1.4571 0.6479 0.3 0.0 -0.2 -0.012
C 0.7027 -0.5886 -0.4881 0.2 -0.1 0.0 -0.065
H -2.7118 -0.3670 -0.6997 0.1 -0.1 -0.1 0.138
H -1.1167 0.5714 1.6580 0.0 0.0 -0.2 0.119
H -0.7760 1.6183 0.2387 0.1 -0.2 0.1 0.130
H 1.1914 -0.2693 1.6386 -0.1 0.1 -0.2 0.148
H 2.6613 1.1777 0.6579 -0.1 0.1 0.0 0.101
H 1.1138 -1.6016 -0.4481 -0.1 0.1 0.0 0.120
H 0.9731 -0.1147 -1.4417 0.0 0.0 0.2 0.133
```
Forces are in eV/Å.



No. 9
Density functional theory data (the ωB97M-V functional and the def2-TZVPD basis) for C4H7NO2 in the gas phase.

Properties
- Structure (SMILES): O/N=C1/CC[C@H]1O
- LUMO: 0.84 eV
- HOMO energy: -9.82 eV
- Frontier orbital gap: 10.661 eV
- ΔE to the lowest compared entry with this formula, charge and spin: 75.99 kcal per mole

Geometry as XYZ:
```
14
Properties=species:S:1:pos:R:3:forces:R:3:lowdin_charge:R:1
O 1.9091 1.6863 -0.3235 0.2 0.3 0.0 -0.065
N 1.8093 0.3092 -0.5528 -0.5 -0.4 0.1 0.057
C 0.6494 -0.0942 -0.2477 0.4 0.0 -0.1 -0.269
C -0.0068 -1.4502 -0.3313 0.1 -0.1 -0.1 -0.085
C -1.3630 -0.7157 -0.1208 -0.2 -0.1 0.0 -0.099
C -0.6158 0.5874 0.2389 -0.1 0.0 -0.3 -0.319
O -0.6333 0.7926 1.6343 0.1 0.1 0.2 -0.005
H 2.7993 1.8902 -0.6361 -0.2 0.0 0.1 0.090
H 0.2639 -2.0932 0.5118 0.0 0.1 -0.1 0.117
H 0.1330 -2.0036 -1.2635 0.0 0.1 0.1 0.111
H -2.0070 -1.0896 0.6771 0.1 0.0 -0.1 0.113
H -1.9412 -0.6286 -1.0430 0.1 0.0 0.1 0.110
H -0.9073 1.4913 -0.3097 0.0 -0.1 0.1 0.147
H 0.0919 1.3908 1.8481 0.0 0.0 0.0 0.097
```
Forces are in eV/Å.



No. 10
Density functional theory data (the ωB97M-V functional and the def2-TZVPD basis) for C4H7NO2 in the gas phase in a non-equilibrium geometry.

Properties
- LUMO (spin up / spin down): 0.66 / 0.65 eV
- HOMO energy (spin up / spin down): -7.01 / -6.44 eV
- Frontier orbital gap (spin up / spin down): 7.667 / 7.090 eV
- ΔE to the lowest compared entry with this formula, charge and spin: 112.05 kcal per mole

Geometry as XYZ:
```
14
Properties=species:S:1:pos:R:3:forces:R:3:lowdin_charge:R:1
C -0.9556 -1.3409 -0.4074 1.9 -2.8 -3.3 -0.265
C -1.8064 0.3865 0.8720 -1.3 0.5 -0.5 -0.053
C 1.1047 -0.2018 0.0453 -1.0 -2.5 -0.7 -0.438
C 0.9300 1.0574 -0.7098 0.8 2.4 1.2 -0.012
N 0.3755 -1.2964 -0.0590 -0.2 1.6 0.6 0.119
O -1.8695 -0.5698 -0.0261 -0.8 0.8 0.6 -0.051
O 2.2993 -0.3932 0.6185 0.3 1.6 0.0 0.082
H -1.3061 -2.0893 -1.2257 0.8 1.3 1.9 0.157
H -2.7744 0.6958 1.0968 -1.2 0.6 0.6 0.035
H -0.9947 0.6703 1.4522 1.7 0.0 0.5 0.031
H 0.4959 1.9928 -0.1540 0.4 -2.0 -0.7 0.130
H 0.3754 0.8433 -1.5821 -1.1 -0.1 -0.8 0.068
H 1.9142 1.4174 -1.0733 -0.3 -0.4 0.4 0.095
H 2.2117 -1.1722 1.1528 0.1 -1.0 0.4 0.102
```
Forces are in eV/Å.



Total energy: -361.63375 -361.73489 -361.70719 -361.73710 -361.78301 -361.87080 -361.65953 -361.81969 -361.75976 -361.70229 (hartree)